(1)
Density functional theory data (ωB97M-V with the def2-TZVPD basis set) for a structure of composition C25H25N7O3SSeV.

The geometry in ORCA input format:
```
! wB97M-V def2-TZVPD RIJCOSX def2/J DEFGRID3
* xyz 1 3
V 0.37005 -0.40345 1.33384
C 1.77991 -0.52817 -4.27777
N 0.70771 -0.23276 -3.34576
N 0.91258 -0.17361 -1.98730
C -0.17372 0.43772 -1.40447
O -0.31074 0.61268 -0.15128
C -1.03367 0.80689 -2.45580
C -0.45803 0.37910 -3.62781
C -0.93549 0.51436 -5.02598
C 1.84112 -1.01653 -1.32110
C 2.62653 -0.49181 -0.29573
C 3.50488 -1.32776 0.38581
C 3.60250 -2.66714 0.04547
C 2.83078 -3.17515 -0.99243
C 1.95181 -2.35555 -1.67946
H 2.65530 -0.86320 -3.73160
H 2.04664 0.36484 -4.84497
H 1.47156 -1.30833 -4.97215
H -1.98108 1.30161 -2.34177
H -1.98179 0.80549 -5.04141
H -0.83360 -0.42782 -5.56512
H -0.35867 1.26709 -5.56746
H 2.62084 0.57358 -0.10503
H 4.13493 -0.91840 1.16440
H 4.29937 -3.31120 0.56431
H 2.91343 -4.21950 -1.26499
H 1.33488 -2.74728 -2.47691
C -0.75606 -5.42925 -0.98013
N -0.32776 -4.50260 0.05794
C 0.25800 -4.94554 1.20122
C 0.74511 -4.10563 2.14237
C 0.57433 -2.71179 1.89771
O 0.99792 -1.76035 2.62355
N -0.08790 -2.29294 0.79919
C -0.52386 -3.13215 -0.17367
O -1.04278 -2.74769 -1.20983
H -0.94846 -6.40440 -0.54039
H 0.00481 -5.52369 -1.75694
H -1.65977 -5.04668 -1.44513
H 0.31905 -6.01945 1.31676
H 1.22729 -4.45041 3.04265
C -0.70258 2.56536 4.14641
N -1.48206 2.74244 2.93641
C -2.00712 1.77837 2.16707
Se -1.84337 -0.07808 2.35185
N -2.77106 2.36625 1.23147
C -2.73121 3.74321 1.37207
C -3.35665 4.77699 0.69160
C -3.10273 6.06082 1.13787
C -2.24618 6.30309 2.21706
C -1.62462 5.27249 2.89745
C -1.89251 3.98250 2.46110
H -0.50049 1.51016 4.29364
H -1.26227 2.95565 4.99655
H 0.23982 3.10308 4.06233
H -3.28119 1.84479 0.53939
H -4.01975 4.58735 -0.14165
H -3.58238 6.89795 0.65004
H -2.06902 7.32289 2.52959
H -0.95776 5.46383 3.72689
S 3.36184 2.45139 3.15260
C 2.20333 1.57996 2.52732
N 1.30998 0.94635 2.06008
*
```

The expectation value of S² is 2.017. As for the LUMO energy (alpha / beta): -2.78 / -2.32 eV. The value obtained for the HOMO energy (alpha / beta) is -0.3780 / -0.3992 Eh. The HOMO-LUMO gap (alpha / beta) comes out at 0.2757 / 0.3139 Ha.

=====

(2)
Density functional theory data (ωB97M-V with the def2-TZVPD basis set) for an isolated molecule of C20H22N4O2.

The geometry in ORCA input format:
```
! wB97M-V def2-TZVPD RIJCOSX def2/J DEFGRID3
* xyz 0 1
C -6.59921 -0.10050 1.10556
C -6.08170 -1.49706 0.77381
O -5.23776 -1.50933 -0.36025
C -3.96898 -1.02877 -0.26473
C -3.32578 -0.65076 0.90971
C -2.02037 -0.19911 0.86706
C -1.32279 -0.10070 -0.32920
C 0.08085 0.46031 -0.28560
C 0.92407 0.23482 -1.54137
C 2.26097 0.99336 -1.44160
C 3.10386 0.46698 -0.29466
C 3.19507 1.12712 0.91939
C 3.95780 0.58516 1.94381
C 4.62699 -0.60502 1.76571
C 4.54597 -1.27719 0.54382
O 5.24585 -2.44082 0.46033
C 5.21651 -3.16342 -0.74606
C 3.78316 -0.73353 -0.48048
N 1.94817 2.40548 -1.36756
C 0.93346 2.77803 -0.54040
N 0.63764 3.99471 -0.12102
C -0.48075 3.79287 0.61034
N -0.88188 2.55007 0.67109
N 0.02702 1.89145 -0.07987
C -1.96810 -0.48022 -1.49922
C -3.26695 -0.94324 -1.46718
H -7.28263 -0.15308 1.94875
H -7.12655 0.30932 0.24775
H -5.77923 0.56860 1.35466
H -6.91650 -2.14625 0.49440
H -5.57550 -1.94243 1.63931
H -3.82413 -0.70293 1.86460
H -1.53876 0.10103 1.78500
H 0.60103 0.01322 0.57846
H 0.39476 0.62267 -2.41258
H 1.10369 -0.83139 -1.67371
H 2.81486 0.83889 -2.37709
H 2.68128 2.06297 1.07855
H 4.02651 1.10264 2.88859
H 5.22443 -1.03870 2.55133
H 5.84253 -4.03863 -0.58000
H 5.62701 -2.57866 -1.57575
H 4.20135 -3.48858 -0.99650
H 3.70599 -1.22820 -1.43681
H 2.71815 3.05491 -1.40944
H -0.99475 4.59037 1.10568
H -1.46756 -0.42367 -2.45299
H -3.76913 -1.24280 -2.37361
*
```

As for the LUMO energy: 0.60 eV. Its structure (SMILES) is CCOc1ccc([C@H]2C[C@H](c3cccc(OC)c3)Nc3ncnn32)cc1. The value obtained for the HOMO energy is -0.3048 Eh. The HOMO-LUMO gap comes out at 0.3269 Ha.

=====

(3)
Density functional theory data (ωB97M-V with the def2-TZVPD basis set) for a cluster of 3 separate species, C3H10O3S in total.

The geometry in ORCA input format:
```
! wB97M-V def2-TZVPD RIJCOSX def2/J DEFGRID3
* xyz 0 1
O -2.14580 0.34135 -0.02765
C -1.45783 0.99557 -0.77108
C 0.03540 1.00256 -0.64967
C 0.79090 -0.11416 0.05035
S 2.53197 -0.18146 -0.27069
H -1.90332 1.66251 -1.52539
H 0.46955 2.00362 -0.54500
H 0.30573 0.89181 -1.72470
H 0.59986 -0.09366 1.12552
H 0.33716 -1.06141 -0.24910
H 2.69683 1.14608 -0.13201
O -2.55213 -1.51976 -2.98238
H -2.56990 -0.56021 -3.10747
H -1.73066 -1.71167 -2.56696
O 0.31134 -0.11439 4.44806
H 0.38660 -1.04987 4.28129
H -0.06714 0.05972 5.31795
*
```

As for the LUMO energy: 0.57 eV. Its structure (SMILES) is O=CCCS.O.O. The value obtained for the HOMO energy is -0.3430 Eh. The HOMO-LUMO gap comes out at 0.3640 Ha.

=====

(4)
Density functional theory data (ωB97M-V with the def2-TZVPD basis set) for an isolated molecule of C5H8BrNO4.

The geometry in ORCA input format:
```
! wB97M-V def2-TZVPD RIJCOSX def2/J DEFGRID3
* xyz 0 3
C 0.30612 -1.16519 -1.54031
C 1.06654 -2.45177 -1.64854
C 0.64246 1.83433 -0.05016
C -0.18810 0.57162 0.00631
C -0.65893 0.21466 1.57946
N -1.52159 1.30937 2.05021
O -0.42359 -0.69145 -2.36224
O -0.93768 2.29831 2.42631
O -2.71145 1.16802 1.98508
O 0.56356 -0.56727 -0.34922
Br -1.61660 -1.44522 1.58014
H 2.11269 -2.23732 -1.85640
H 0.65846 -3.04423 -2.45830
H 1.00384 -2.99334 -0.70823
H 1.54923 1.71504 0.53784
H 0.08736 2.69153 0.32076
H 0.91753 2.01799 -1.08838
H -1.09102 0.63462 -0.61174
H 0.24119 0.14031 2.18742
*
```

The expectation value of S² is 2.007. As for the LUMO energy (alpha / beta): 0.67 / -3.75 eV. The value obtained for the HOMO energy (alpha / beta) is -0.2944 / -0.3873 Eh. The HOMO-LUMO gap (alpha / beta) comes out at 0.3191 / 0.2494 Ha.